Record 1
The following is a DFT calculation (the ωB97M-V functional and the def2-TZVPD basis) of the molecule C18H14F5N5O2.

Each line ends with the Mulliken charge.
Atoms and positions in Å:
O: -1.996 -0.935 -0.572  -0.681
C: -0.823 -0.986 -0.874  0.374
N: 0.044 0.070 -0.603  0.235
C: -0.423 1.360 -0.018  0.612
C: -0.622 1.370 1.565  -0.547
N: -0.576 0.102 2.004  -0.218
C: -0.745 -0.175 3.231  -0.585
C: -1.073 0.823 4.189  0.306
C: -1.125 0.365 5.624  0.878
F: 0.155 0.209 5.952  -0.217
F: -1.645 -0.897 5.576  -0.263
F: -1.936 1.174 6.432  -0.246
C: -1.049 2.177 3.846  -0.945
C: -0.978 2.458 2.440  0.381
F: -1.082 3.723 1.956  -0.299
C: -1.641 2.026 -0.656  -0.980
C: -1.540 2.265 -2.088  -0.615
O: -0.417 3.182 -2.257  -0.464
C: 0.799 2.655 -1.865  -0.601
C: 0.904 2.233 -0.452  -0.713
C: -0.201 -2.204 -1.443  -0.046
C: -0.976 -3.394 -1.531  -0.355
N: -0.279 -4.359 -1.922  -1.350
N: 0.961 -3.834 -2.253  0.736
C: 2.128 -4.396 -2.749  0.003
C: 3.233 -3.653 -3.045  0.155
F: 4.206 -4.176 -3.809  -0.263
C: 3.239 -2.303 -2.553  -0.272
N: 2.137 -1.789 -1.990  -0.358
C: 0.995 -2.501 -1.965  0.501
H: 1.088 -0.072 -0.589  0.393
H: -0.709 -1.210 3.534  0.437
H: -1.256 2.915 4.618  0.456
H: -1.885 2.982 -0.179  0.463
H: -2.571 1.493 -0.452  0.538
H: -2.501 2.540 -2.504  0.432
H: -1.231 1.335 -2.650  0.209
H: 1.595 3.277 -2.084  0.530
H: 1.004 1.755 -2.532  0.247
H: 0.950 3.168 0.171  0.351
H: 1.834 1.636 -0.301  0.420
H: -2.067 -3.379 -1.447  0.496
H: 1.988 -5.405 -3.084  0.425
H: 4.088 -1.627 -2.669  0.440

Summary:
LUMO = -0.60 eV
SMILES = O=C(NC1(c2ncc(C(F)(F)F)cc2F)CCOCC1)c1cnn2cc(F)cnc12
HOMO-LUMO gap = 8.32 eV
HOMO = -8.9 eV
charge = 0



Record 2
The following is a DFT calculation (the ωB97M-V functional and the def2-TZVPD basis) of a structure of composition C18H14F7N2O9RhS2.

Each line ends with the Mulliken charge.
Atoms and positions in Å:
Rh: 1.079 -0.921 -1.641  1.198
C: -2.990 -1.228 4.565  -1.813
C: -3.456 -0.167 3.571  0.512
C: -3.637 1.169 4.291  -0.983
C: -4.140 2.219 3.315  -1.030
C: -3.210 2.305 2.148  1.359
C: -3.085 3.522 1.461  -0.761
C: -2.201 3.615 0.411  -0.004
F: -2.076 4.782 -0.234  -0.333
C: -1.447 2.527 -0.019  -0.932
C: -1.593 1.295 0.625  0.323
C: -0.907 0.143 0.123  1.808
O: -0.226 0.251 -1.003  -1.147
C: -1.080 -1.071 0.846  -0.284
C: -1.854 -1.101 1.975  -0.298
N: -2.542 -0.010 2.439  0.246
C: -2.460 1.191 1.756  -0.853
C: -0.445 -2.387 0.413  0.247
O: -0.639 -3.377 1.083  -0.701
O: 0.213 -2.346 -0.689  -0.552
H: -3.605 -1.156 5.458  0.442
H: -1.956 -1.060 4.850  0.402
H: -3.099 -2.236 4.179  0.520
H: -4.433 -0.471 3.168  0.117
H: -2.687 1.486 4.721  0.343
H: -4.347 1.034 5.108  0.377
H: -4.220 3.190 3.802  0.455
H: -5.140 1.946 2.961  0.328
H: -3.674 4.371 1.764  0.521
H: -0.766 2.608 -0.850  0.707
H: -1.943 -2.029 2.512  0.676
F: 4.441 -3.021 -5.568  -0.211
C: 3.437 -3.160 -4.707  0.557
F: 2.306 -2.896 -5.362  -0.234
F: 3.395 -4.437 -4.333  -0.215
S: 3.656 -1.989 -3.224  1.070
O: 2.355 -2.165 -2.559  -0.580
O: 4.813 -2.524 -2.608  -0.529
N: 3.717 -0.669 -4.078  -0.375
S: 2.877 0.616 -3.791  1.190
O: 1.921 0.600 -2.679  -0.470
O: 3.567 1.838 -3.958  -0.657
C: 1.651 0.454 -5.221  0.672
F: 2.228 0.054 -6.345  -0.234
F: 0.973 1.571 -5.464  -0.230
F: 0.767 -0.484 -4.847  -0.247
C: 4.830 -0.170 0.687  -1.283
C: 3.746 -0.374 -0.375  0.912
O: 4.051 -0.338 -1.573  -0.598
O: 2.600 -0.579 0.092  -0.452
H: 5.724 0.237 0.228  0.345
H: 5.057 -1.145 1.112  0.310
H: 4.455 0.490 1.464  0.368

Summary:
LUMO (alpha / beta) = -2.62 / -2.65 eV
HOMO-LUMO gap (alpha / beta) = 6.98 / 6.95 eV
HOMO (alpha / beta) = -9.6 / -9.6 eV
charge = 0



The F_max results, record by record, are as follows: 5.7; 4.0 eV/Å.
The energy relative to the best compared isomer or geometry (same formula, charge and spin) results, record by record, are as follows: 217.57; 63.73 kJ/mol.
The E_tot results, record by record, are as follows: -1617.826816; -3086.950597 Eh.